Record 1
The following is a quantum chemistry calculation of C22H26Cl2NO6PdS as an isolated structure, from OMol25.

Each line ends with the Löwdin charge.
Cartesian coordinates (Å):
Pd: -0.05 0.03 0.12  0.861
O: 2.86 -0.24 -0.79  0.231
C: 1.85 0.03 -0.40  -0.051
C: 0.50 8.37 -0.43  -0.023
C: 0.20 6.92 -0.22  -0.213
C: -0.60 6.49 0.83  0.014
C: -0.89 5.16 1.03  -0.176
C: -1.77 4.77 2.19  -0.031
C: -0.35 4.20 0.11  -0.103
C: -0.71 2.85 0.32  -0.150
O: -0.46 1.91 -0.48  -0.196
C: 0.49 4.62 -0.96  -0.161
C: 1.12 3.67 -1.93  -0.019
C: 0.75 5.97 -1.09  0.011
H: -0.01 8.99 0.31  0.084
H: 0.18 8.68 -1.42  0.097
H: 1.57 8.55 -0.36  0.098
H: -1.01 7.23 1.51  0.125
H: -2.03 5.66 2.76  0.086
H: -1.27 4.08 2.87  0.094
H: -2.70 4.31 1.86  0.092
H: -1.29 2.61 1.21  0.102
H: 0.37 3.23 -2.60  0.100
H: 1.61 2.84 -1.42  0.070
H: 1.86 4.19 -2.54  0.089
H: 1.40 6.30 -1.89  0.131
C: -7.00 -2.67 2.80  -0.043
C: -5.59 -3.19 2.89  -0.265
C: -4.52 -2.32 3.08  -0.054
C: -3.22 -2.80 3.20  -0.087
C: -2.99 -4.17 3.13  -0.291
C: -4.04 -5.05 2.94  -0.036
C: -5.33 -4.56 2.82  -0.022
S: -1.33 -4.76 3.30  0.621
O: -1.40 -6.19 3.17  -0.273
O: -0.73 -4.11 4.42  -0.273
N: -0.54 -4.20 1.99  -0.132
C: -1.01 -4.58 0.67  -0.204
C: -0.14 -3.97 -0.43  -0.070
C: -0.22 -2.47 -0.47  -0.595
O: -0.74 -1.81 -1.37  0.000
O: 0.30 -1.83 0.58  -0.221
H: -7.02 -1.61 2.57  0.075
H: -7.52 -2.82 3.75  0.092
H: -7.57 -3.20 2.03  0.083
H: -4.70 -1.25 3.15  0.109
H: -2.40 -2.12 3.38  0.098
H: -3.84 -6.11 2.89  0.118
H: -6.15 -5.25 2.67  0.122
H: -0.15 -3.28 2.12  0.093
H: -2.05 -4.29 0.51  0.126
H: -0.95 -5.66 0.58  0.128
H: -0.50 -4.32 -1.40  0.134
H: 0.90 -4.27 -0.30  0.141
Cl: -2.26 -0.19 1.04  0.670
C: -3.35 -0.16 -0.43  -0.880
Cl: -4.13 1.38 -0.59  0.606
H: -4.07 -0.94 -0.24  0.044
H: -2.71 -0.38 -1.27  0.024

## Properties
**Highest occupied orbital energy**: -11.49 eV
**Total charge**: +1
**E**: -76364.551 eV
**Kohn-Sham gap**: 6.612 eV
**Lowest unoccupied orbital energy**: -4.880 eV

---

Record 2
The following is a quantum chemistry calculation of C22H26Cl3NOTc as an isolated structure, from OMol25.

Each line ends with the Löwdin charge.
Cartesian coordinates (Å):
C: 1.64 -1.42 -0.93  -0.403
C: 1.80 -0.36 -1.91  -0.487
C: 0.58 -0.32 -2.70  -0.329
C: 3.11 0.21 -2.33  -0.092
C: -0.27 -1.38 -2.27  -0.277
C: 0.35 -2.04 -1.18  -0.261
C: -0.18 -3.21 -0.45  -0.062
C: 2.75 -2.07 -0.19  -0.084
C: 0.32 0.61 -3.81  -0.084
C: -1.59 -1.71 -2.85  -0.066
Tc: 0.83 0.49 -0.27  0.896
Cl: 1.07 2.49 -1.03  -0.012
Cl: 2.64 0.98 1.14  -0.036
Cl: -1.53 0.89 -0.63  0.055
H: 3.87 0.06 -1.56  0.059
H: 3.02 1.29 -2.52  0.040
H: 3.44 -0.27 -3.26  0.077
H: 0.87 1.55 -3.67  0.045
H: -0.74 0.84 -3.89  0.070
H: 0.64 0.17 -4.77  0.074
H: -2.16 -0.81 -3.08  0.059
H: -2.18 -2.31 -2.15  0.067
H: -1.48 -2.29 -3.77  0.079
H: -1.28 -3.18 -0.42  0.071
H: 0.19 -3.21 0.58  0.069
H: 0.11 -4.15 -0.93  0.075
H: 3.41 -1.32 0.25  0.010
H: 3.34 -2.70 -0.87  0.080
H: 2.35 -2.69 0.61  0.076
O: 0.09 -0.59 1.45  -0.475
H: -0.73 -0.10 1.65  -0.092
C: -0.52 0.63 6.41  -0.189
C: 0.52 0.63 5.46  -0.142
C: 0.25 0.96 4.14  -0.057
C: -1.06 1.37 3.74  -0.323
C: -2.10 1.30 4.72  -0.059
C: -1.83 0.95 6.03  -0.165
N: -1.27 1.74 2.46  0.007
C: -2.10 2.74 2.07  -0.364
C: -3.36 2.44 1.49  -0.114
C: -4.17 3.44 1.00  -0.141
C: -3.82 4.79 1.18  -0.165
C: -2.59 5.11 1.78  -0.143
C: -1.71 4.11 2.16  -0.041
H: -0.30 0.38 7.45  0.059
H: 1.54 0.37 5.75  0.081
H: 1.01 0.93 3.37  0.040
H: -3.12 1.55 4.39  0.091
H: -2.64 0.92 6.75  0.073
H: -3.63 1.39 1.42  0.084
H: -5.10 3.17 0.48  0.081
H: -4.49 5.58 0.84  0.066
H: -2.32 6.15 1.95  0.077
H: -0.72 4.32 2.57  0.104

## Properties
**<S²>**: 3.817
**Highest occupied orbital energy (spin up / spin down)**: -0.21 / -0.21 eV
**Total charge**: -2
**2S+1**: 4
**E**: -66540.685 eV
**Kohn-Sham gap (spin up / spin down)**: 5.271 / 5.263 eV
**Lowest unoccupied orbital energy (spin up / spin down)**: 5.063 / 5.051 eV

---

Record 3
The following is a quantum chemistry calculation of C22H26ClF6N2O9P3S2W as an isolated structure, from OMol25.

Each line ends with the Löwdin charge.
Cartesian coordinates (Å):
W: -0.05 0.65 0.79  2.001
Cl: 2.78 -4.22 -4.24  0.744
C: 1.97 -2.90 -3.48  -0.649
C: 1.49 -1.85 -4.23  -0.042
C: 0.79 -0.83 -3.59  -0.033
C: 0.59 -0.81 -2.22  -0.241
O: -0.21 0.18 -1.62  -0.366
C: 1.16 -1.84 -1.44  -0.134
C: 1.31 -1.99 0.00  -0.064
N: 1.04 -1.19 0.96  -0.030
C: 1.97 -1.20 2.06  -0.174
C: 3.24 -1.71 2.02  0.016
C: 4.06 -1.66 3.17  -0.036
C: 3.60 -1.13 4.34  0.006
C: 2.31 -0.55 4.38  -0.124
C: 1.77 0.12 5.51  0.032
C: 0.53 0.68 5.42  0.007
C: -0.17 0.63 4.20  -0.056
N: 0.31 0.04 3.14  0.024
C: 1.52 -0.57 3.22  -0.160
C: 1.80 -2.88 -2.11  -0.039
H: 1.65 -1.81 -5.29  0.129
H: 0.40 -0.06 -4.23  0.090
H: 1.88 -2.87 0.28  0.136
H: 3.66 -2.10 1.11  0.123
H: 5.06 -2.05 3.11  0.119
H: 4.22 -1.10 5.22  0.128
H: 2.35 0.17 6.42  0.132
H: 0.08 1.19 6.27  0.123
H: -1.14 1.09 4.11  0.126
H: 2.20 -3.70 -1.53  0.127
C: -3.50 -2.29 0.29  -0.253
P: -2.04 -1.78 -0.68  0.915
C: -1.68 -3.45 -1.41  -0.259
C: -2.96 -1.05 -2.14  -0.334
C: -2.20 -0.31 -3.28  -0.256
P: -1.23 1.08 -2.61  0.978
C: -2.55 2.23 -2.26  -0.131
C: -0.10 2.12 -3.54  -0.113
H: -4.20 -2.85 -0.32  0.052
H: -4.00 -1.42 0.73  0.039
H: -3.16 -2.91 1.12  0.058
H: -2.60 -3.99 -1.63  0.045
H: -1.10 -4.04 -0.70  0.045
H: -1.09 -3.36 -2.33  0.033
H: -3.71 -0.39 -1.71  0.073
H: -3.49 -1.88 -2.62  0.091
H: -2.94 0.12 -3.97  0.105
H: -1.59 -1.01 -3.84  0.079
H: -2.93 2.39 -3.28  0.099
H: -2.19 3.18 -1.86  0.044
H: -3.33 1.84 -1.61  0.068
H: -0.41 2.23 -4.58  0.091
H: 0.92 1.76 -3.48  0.075
H: -0.13 3.09 -3.04  0.064
F: 1.63 0.78 -0.18  -0.350
P: 1.97 3.75 1.41  0.328
F: 1.26 1.83 1.82  -0.341
F: 1.78 3.88 2.96  -0.070
F: 3.35 3.03 1.63  -0.081
F: 2.04 3.36 -0.11  -0.100
F: 2.46 5.21 1.20  -0.036
O: -2.40 0.92 0.11  -0.446
S: -2.43 0.96 1.61  0.369
O: -3.65 1.22 2.25  -0.176
O: -1.76 -0.38 1.88  -0.434
O: -1.22 1.84 1.98  -0.425
O: 0.30 4.04 1.27  -0.273
S: -0.66 3.77 0.06  0.496
O: -0.31 4.57 -1.08  -0.236
O: -0.31 2.28 -0.33  -0.531
O: -2.01 3.87 0.50  -0.215

## Properties
**<S²>**: 0.754
**Highest occupied orbital energy (spin up / spin down)**: -11.34 / -11.73 eV
**Total charge**: +1
**2S+1**: 2
**E**: -124832.700 eV
**Kohn-Sham gap (spin up / spin down)**: 6.815 / 7.122 eV
**Lowest unoccupied orbital energy (spin up / spin down)**: -4.528 / -4.609 eV

---

Copy entry 3 word for word.
The following is a quantum chemistry calculation of C22H26ClF6N2O9P3S2W as an isolated structure, from OMol25.

Each line ends with the Löwdin charge.
Cartesian coordinates (Å):
W: -0.05 0.65 0.79  2.001
Cl: 2.78 -4.22 -4.24  0.744
C: 1.97 -2.90 -3.48  -0.649
C: 1.49 -1.85 -4.23  -0.042
C: 0.79 -0.83 -3.59  -0.033
C: 0.59 -0.81 -2.22  -0.241
O: -0.21 0.18 -1.62  -0.366
C: 1.16 -1.84 -1.44  -0.134
C: 1.31 -1.99 0.00  -0.064
N: 1.04 -1.19 0.96  -0.030
C: 1.97 -1.20 2.06  -0.174
C: 3.24 -1.71 2.02  0.016
C: 4.06 -1.66 3.17  -0.036
C: 3.60 -1.13 4.34  0.006
C: 2.31 -0.55 4.38  -0.124
C: 1.77 0.12 5.51  0.032
C: 0.53 0.68 5.42  0.007
C: -0.17 0.63 4.20  -0.056
N: 0.31 0.04 3.14  0.024
C: 1.52 -0.57 3.22  -0.160
C: 1.80 -2.88 -2.11  -0.039
H: 1.65 -1.81 -5.29  0.129
H: 0.40 -0.06 -4.23  0.090
H: 1.88 -2.87 0.28  0.136
H: 3.66 -2.10 1.11  0.123
H: 5.06 -2.05 3.11  0.119
H: 4.22 -1.10 5.22  0.128
H: 2.35 0.17 6.42  0.132
H: 0.08 1.19 6.27  0.123
H: -1.14 1.09 4.11  0.126
H: 2.20 -3.70 -1.53  0.127
C: -3.50 -2.29 0.29  -0.253
P: -2.04 -1.78 -0.68  0.915
C: -1.68 -3.45 -1.41  -0.259
C: -2.96 -1.05 -2.14  -0.334
C: -2.20 -0.31 -3.28  -0.256
P: -1.23 1.08 -2.61  0.978
C: -2.55 2.23 -2.26  -0.131
C: -0.10 2.12 -3.54  -0.113
H: -4.20 -2.85 -0.32  0.052
H: -4.00 -1.42 0.73  0.039
H: -3.16 -2.91 1.12  0.058
H: -2.60 -3.99 -1.63  0.045
H: -1.10 -4.04 -0.70  0.045
H: -1.09 -3.36 -2.33  0.033
H: -3.71 -0.39 -1.71  0.073
H: -3.49 -1.88 -2.62  0.091
H: -2.94 0.12 -3.97  0.105
H: -1.59 -1.01 -3.84  0.079
H: -2.93 2.39 -3.28  0.099
H: -2.19 3.18 -1.86  0.044
H: -3.33 1.84 -1.61  0.068
H: -0.41 2.23 -4.58  0.091
H: 0.92 1.76 -3.48  0.075
H: -0.13 3.09 -3.04  0.064
F: 1.63 0.78 -0.18  -0.350
P: 1.97 3.75 1.41  0.328
F: 1.26 1.83 1.82  -0.341
F: 1.78 3.88 2.96  -0.070
F: 3.35 3.03 1.63  -0.081
F: 2.04 3.36 -0.11  -0.100
F: 2.46 5.21 1.20  -0.036
O: -2.40 0.92 0.11  -0.446
S: -2.43 0.96 1.61  0.369
O: -3.65 1.22 2.25  -0.176
O: -1.76 -0.38 1.88  -0.434
O: -1.22 1.84 1.98  -0.425
O: 0.30 4.04 1.27  -0.273
S: -0.66 3.77 0.06  0.496
O: -0.31 4.57 -1.08  -0.236
O: -0.31 2.28 -0.33  -0.531
O: -2.01 3.87 0.50  -0.215

## Properties
**<S²>**: 0.754
**Highest occupied orbital energy (spin up / spin down)**: -11.34 / -11.73 eV
**Total charge**: +1
**2S+1**: 2
**E**: -124832.700 eV
**Kohn-Sham gap (spin up / spin down)**: 6.815 / 7.122 eV
**Lowest unoccupied orbital energy (spin up / spin down)**: -4.528 / -4.609 eV

---

> Look up the E of the second one.

-66540.685 eV

---

> Among the records above, which one has the lowest E?

C22H26ClF6N2O9P3S2W

---

> What is the E in the first record?

-76364.551 eV